# 1
C4H5NS | ωB97M-V/def2-TZVPD

CARTESIAN COORDINATES (ANGSTROEM)
C1 -1.250 -1.625 -0.141
S1 -1.491 0.022 0.148
N1 -2.730 0.678 -0.220
C2 0.141 0.669 -0.069
C3 0.915 1.696 -0.047
C4 1.618 0.319 0.013
H1 -0.310 -2.075 0.286
H2 -2.237 -2.239 -0.043
H3 1.011 2.756 0.129
H4 2.205 -0.146 -0.910
H5 2.127 -0.055 0.856

The calculation puts the HOMO energy (alpha / beta) at -8.61 / -8.86 eV. The SMILES is C=S(#N)C1=CC1. As for the strongest force on any atom: 3.4 eV Å⁻¹. The relative energy (zero: lowest compared OMol25 entry of this formula, charge and spin) is 744.0 kJ/mol.

=====

# 2
C16H25N2OW | ωB97M-V/def2-TZVPD

CARTESIAN COORDINATES (ANGSTROEM)
C1 -1.801 3.557 -1.925
C2 -1.305 3.135 -3.246
C3 -3.216 3.357 -1.583
C4 -0.977 4.476 -1.126
H1 -3.860 4.162 -1.982
H2 -3.370 3.335 -0.497
H3 -3.596 2.414 -1.995
H4 -1.539 3.874 -4.034
H5 -1.750 2.186 -3.561
H6 -0.215 3.015 -3.226
H7 -1.118 5.535 -1.407
H8 0.087 4.244 -1.260
H9 -1.212 4.411 -0.059
C5 -0.936 -1.598 -0.488
C6 -2.254 -1.013 -0.514
C7 -2.322 -0.100 -1.627
H10 -3.099 -1.318 0.102
C8 -1.036 -0.135 -2.309
C9 -0.190 -1.061 -1.597
H11 0.808 -1.359 -1.902
H12 -0.597 -2.414 0.148
H13 -3.215 0.401 -1.998
H14 -0.807 0.338 -3.260
C10 0.706 1.213 1.513
C11 -0.237 0.193 1.901
C12 -1.566 0.755 1.805
H15 0.027 -0.768 2.332
C13 -1.442 2.108 1.324
C14 -0.027 2.387 1.150
H16 0.412 3.339 0.867
H17 1.789 1.121 1.547
H18 -2.489 0.288 2.137
H19 -2.259 2.817 1.202
W1 -0.767 0.558 -0.331
C15 4.002 -1.759 2.940
N1 3.746 -2.860 2.062
C16 3.285 -2.635 0.785
N2 3.278 -3.797 0.019
O1 2.969 -1.525 0.363
H20 3.148 -1.075 2.912
H21 4.898 -1.198 2.638
H22 4.135 -2.142 3.955
H23 4.188 -3.748 2.256
H24 2.859 -3.700 -0.893
H25 3.110 -4.662 0.520

The calculation puts the HOMO energy (alpha / beta) at -10.35 / -11.11 eV. As for the strongest force on any atom: 7.2 eV Å⁻¹. The total charge is +1. Its spin multiplicity is 3.

=====

# 3
FLi2Sr3 | ωB97M-V/def2-TZVPD

CARTESIAN COORDINATES (ANGSTROEM)
Sr1 1.982 1.051 -1.535
Sr2 -1.893 0.705 -1.674
Sr3 1.562 -1.493 1.949
Li1 -1.982 -2.351 0.277
Li2 0.080 2.235 1.305
F1 0.252 -0.146 -0.321

The calculation puts the HOMO energy at -42.87 eV. As for the strongest force on any atom: 4.7 eV Å⁻¹. The total charge is +7.

=====

# 4
C4H10N3 | ωB97M-V/def2-TZVPD

CARTESIAN COORDINATES (ANGSTROEM)
C1 -2.566 1.293 -0.088
C2 -1.286 1.266 0.200
N1 -0.470 0.049 0.255
C3 0.847 0.152 0.820
N2 1.802 0.057 -0.335
N3 -1.206 -1.162 0.001
C4 -0.719 -2.277 -0.296
H1 -3.007 2.305 -0.171
H2 -3.478 0.580 -0.065
H3 -0.655 2.127 0.015
H4 1.075 -0.689 1.474
H5 0.958 0.982 1.498
H6 2.699 0.410 -0.158
H7 1.364 0.763 -1.089
H8 1.930 -0.897 -0.650
H9 -1.442 -3.033 -0.583
H10 0.338 -2.480 -0.286

The calculation puts the HOMO energy at -12.47 eV. The SMILES is C=CN(C[NH3+])N=C. As for the strongest force on any atom: 3.9 eV Å⁻¹. The total charge is +1. The relative energy (zero: lowest compared OMol25 entry of this formula, charge and spin) is 422.0 kJ/mol.

=====

# 5
C4HN2P | ωB97M-V/def2-TZVPD

CARTESIAN COORDINATES (ANGSTROEM)
C1 1.108 0.792 -0.049
C2 -0.513 0.985 -0.831
C3 -0.068 -1.641 0.453
C4 -0.068 -0.077 0.263
N1 2.023 1.531 -0.046
N2 -0.991 1.654 -1.635
P1 -1.031 -2.926 0.642
H1 -0.460 -0.317 1.203

The calculation puts the HOMO energy at -10.52 eV. As for the strongest force on any atom: 5.3 eV Å⁻¹. The relative energy (zero: lowest compared OMol25 entry of this formula, charge and spin) is 387.2 kJ/mol.

=====

# 6
C3H8O3 | ωB97M-V/def2-TZVPD

CARTESIAN COORDINATES (ANGSTROEM)
O1 1.934 -4.132 5.448
C1 0.777 -4.248 5.218
O2 -0.152 -3.307 5.437
H1 0.287 -5.207 4.949
H2 -0.959 -3.437 4.931
C2 -0.639 2.145 -2.087
C3 0.142 1.886 -3.370
O3 0.055 2.956 -4.291
H3 -0.084 2.699 -1.328
H4 -1.139 1.284 -1.720
H5 -1.418 2.855 -2.346
H6 1.206 1.731 -3.157
H7 -0.222 0.980 -3.849
H8 0.211 3.792 -3.836

The calculation puts the HOMO energy at -10.31 eV. The SMILES is O=CO.CCO. As for the strongest force on any atom: 1.6 eV Å⁻¹. The relative energy (zero: lowest compared OMol25 entry of this formula, charge and spin) is 131.0 kJ/mol.

=====

# 7
C6H11NOP2 | ωB97M-V/def2-TZVPD

CARTESIAN COORDINATES (ANGSTROEM)
C1 1.407 1.015 -0.091
C2 0.382 2.260 -0.047
C3 -0.969 1.552 -0.242
C4 -0.562 0.019 -0.501
C5 -2.329 -1.888 0.104
C6 -1.167 -0.997 0.567
N1 0.897 -0.079 -0.395
O1 2.662 1.340 -0.008
P1 4.028 0.355 0.137
P2 3.423 -1.599 0.124
H1 0.443 2.713 0.993
H2 0.657 2.825 -0.862
H3 -1.754 1.669 0.471
H4 -1.405 1.884 -1.119
H5 -0.842 -0.365 -1.545
H6 -1.868 -2.413 -0.701
H7 -3.156 -1.386 -0.196
H8 -2.745 -2.638 0.772
H9 -0.361 -1.661 0.926
H10 -1.385 -0.479 1.400
H11 4.642 -2.126 0.212

The calculation puts the HOMO energy at -8.99 eV. As for the strongest force on any atom: 4.9 eV Å⁻¹. The relative energy (zero: lowest compared OMol25 entry of this formula, charge and spin) is 43.9 kJ/mol.

=====

# 8
C20H20FN3O5S | ωB97M-V/def2-TZVPD

CARTESIAN COORDINATES (ANGSTROEM)
C1 5.487 -1.789 -0.649
C2 4.414 -0.894 -0.115
C3 4.685 0.331 0.481
C4 3.682 1.157 0.957
C5 2.352 0.764 0.851
N1 1.277 1.544 1.279
C6 1.258 2.868 1.600
O1 2.251 3.551 1.711
C7 -0.134 3.483 1.752
C8 -0.621 3.955 0.371
C9 -1.141 2.789 -0.462
N2 -2.238 2.156 0.233
S1 -3.221 1.179 -0.697
O2 -3.435 1.852 -1.940
O3 -4.339 0.811 0.114
C10 -2.214 -0.283 -0.981
C11 -1.299 -0.281 -2.021
C12 -0.446 -1.357 -2.224
C13 -0.549 -2.419 -1.343
N3 0.109 -3.618 -1.231
C14 -0.385 -4.319 -0.148
O4 -0.035 -5.388 0.247
O5 -1.379 -3.565 0.415
C15 -1.489 -2.410 -0.296
C16 -2.336 -1.343 -0.092
C17 -1.931 1.620 1.537
C18 -1.231 2.651 2.432
C19 2.051 -0.464 0.266
C20 3.076 -1.254 -0.207
F1 2.746 -2.430 -0.803
H1 6.467 -1.444 -0.332
H2 5.338 -2.810 -0.302
H3 5.458 -1.803 -1.739
H4 5.712 0.649 0.574
H5 3.920 2.108 1.402
H6 0.384 1.079 1.219
H7 0.037 4.374 2.365
H8 0.190 4.457 -0.157
H9 -1.436 4.666 0.512
H10 -1.549 3.147 -1.408
H11 -0.331 2.076 -0.680
H12 -1.283 0.569 -2.684
H13 0.270 -1.366 -3.030
H14 0.908 -3.918 -1.764
H15 -3.076 -1.320 0.689
H16 -2.888 1.340 1.982
H17 -1.339 0.690 1.449
H18 -0.831 2.141 3.310
H19 -1.991 3.355 2.773
H20 1.028 -0.800 0.169

The calculation puts the HOMO energy at -8.82 eV. The SMILES is Cc1ccc(NC(=O)C2CCN(S(=O)(=O)c3ccc4[nH]c(=O)oc4c3)CC2)cc1F. As for the strongest force on any atom: 1.1 eV Å⁻¹. The relative energy (zero: lowest compared OMol25 entry of this formula, charge and spin) is 0.0 kJ/mol.